Record 1
{"formula": "C7H16O", "method": "wB97M-V/def2-TZVPD", "species": ["C", "C", "C", "C", "C", "C", "C", "H", "H", "H", "H", "H", "H", "H", "H", "H", "H", "H", "H", "H", "H", "H", "H", "O"], "coordinates": [[0.319578, 2.389387, -0.982697], [0.905448, 1.099899, -1.597035], [1.226553, -0.015648, -0.565904], [0.025464, -0.640379, 0.125967], [-0.885157, -1.430815, -0.610377], [-0.147567, -0.426610, 1.597821], [0.272624, -1.739019, 2.278235], [0.757506, 2.566635, 0.001352], [-0.739601, 2.179336, -0.822802], [0.504428, 3.233145, -1.642230], [0.265864, 0.695141, -2.382435], [1.834760, 1.408760, -2.082278], [1.797582, -0.744691, -1.143215], [1.867953, 0.328963, 0.245306], [-0.425459, -1.798991, -1.521318], [-1.161669, -2.288898, -0.005135], [-1.227760, -0.312746, 1.737199], [0.292779, 0.523833, 1.881612], [0.101131, -1.780209, 3.351606], [-0.220035, -2.597896, 1.829070], [1.340964, -1.903976, 2.111273], [-1.285447, -0.180495, -0.520514], [-3.034480, 0.676380, -0.993642], [-2.385465, 0.758888, -0.289870]], "forces_ev_per_a": [[-0.356, -1.198, 0.030], [0.525, 0.835, 0.568], [-0.430, 0.386, -0.169], [0.781, -1.026, -1.323], [4.529, -1.067, 1.773], [-1.521, -0.584, -0.730], [1.051, 0.198, 0.135], [0.185, 0.196, -0.093], [-0.137, 0.564, 0.019], [-0.195, 0.104, 0.079], [-0.132, 0.018, 0.063], [0.165, -0.483, -0.007], [-0.212, -0.450, 0.271], [0.183, 0.369, -0.210], [-0.592, 0.662, -0.647], [-1.816, 0.595, 0.045], [-0.003, 0.161, 0.063], [0.484, -0.274, 0.438], [-0.109, 0.266, 0.005], [-0.253, 0.110, -0.004], [0.041, -0.045, 0.161], [-3.957, 1.802, -0.234], [0.040, -0.008, -0.115], [1.731, -1.130, -0.119]], "lowdin_charge": [-0.099, -0.232, -0.144, -0.283, 0.026, -0.181, -0.070, 0.071, 0.041, 0.068, 0.108, 0.100, 0.117, 0.114, 0.104, 0.098, 0.120, 0.120, 0.077, 0.068, 0.080, 0.113, -0.051, -0.365], "orbital_gap_ha": 0.300, "relative_energy_kcal_mol": 96.2, "total_energy_ev": -9562.100, "fmax_ha_per_bohr": 0.09683}

=====

Record 2
{"formula": "C7H16O2", "method": "wB97M-V/def2-TZVPD", "species": ["C", "C", "C", "C", "C", "C", "C", "O", "O", "H", "H", "H", "H", "H", "H", "H", "H", "H", "H", "H", "H", "H", "H", "H", "H"], "coordinates": [[-0.161288, -0.415619, 0.425855], [0.729009, 0.581745, -0.039763], [0.606546, -0.211026, 2.339890], [0.082227, 0.375365, -1.979308], [-1.611321, -0.038809, 0.584285], [0.079951, -1.873623, 0.133006], [-0.022748, 1.790039, -2.497042], [2.081848, 0.434469, -0.066565], [-0.222029, -0.957162, 3.194087], [2.305515, -0.479014, -0.285775], [-0.992619, -0.425694, 3.418513], [0.478205, 1.608988, 0.204681], [0.710357, 0.831400, 2.654607], [1.570046, -0.713008, 2.282248], [-0.823290, -0.198907, -2.165308], [0.921054, -0.179111, -2.398135], [-2.046264, -0.626897, 1.394417], [-2.173557, -0.262896, -0.322429], [-1.731846, 1.021164, 0.805668], [-0.203204, -2.458144, 1.009876], [-0.530817, -2.203609, -0.707315], [1.122380, -2.098535, -0.095994], [-0.212167, 1.831820, -3.576191], [-0.850610, 2.318735, -2.015577], [0.894622, 2.348328, -2.297730]], "forces_ev_per_a": [[1.064, -0.414, 5.562], [-1.501, 0.370, -5.648], [-1.544, -1.308, -1.853], [1.476, 1.135, 1.824], [0.342, -0.047, -0.097], [-0.036, 0.256, 0.055], [-0.069, -0.009, -0.305], [0.359, -0.246, 0.293], [0.121, 0.139, 0.240], [-0.039, 0.096, 0.039], [0.056, -0.056, -0.022], [-0.031, -0.049, 0.012], [-0.110, 0.025, -0.357], [-0.050, 0.082, -0.005], [-0.124, -0.019, 0.496], [0.135, 0.064, -0.067], [-0.043, -0.014, 0.002], [-0.056, -0.007, -0.065], [0.003, 0.051, 0.025], [-0.019, -0.044, -0.021], [-0.010, -0.031, -0.114], [0.023, -0.034, 0.001], [0.037, 0.048, 0.017], [0.049, 0.007, 0.019], [-0.031, 0.005, -0.031]], "lowdin_charge": [-0.434, -0.304, -0.116, -0.133, -0.049, -0.040, -0.172, 0.012, -0.099, 0.097, 0.080, 0.139, 0.097, 0.088, 0.063, 0.070, 0.080, 0.081, 0.091, 0.088, 0.087, 0.081, 0.062, 0.064, 0.067], "orbital_gap_ha": 0.285, "relative_energy_kcal_mol": 102.6, "total_energy_ev": -11609.802, "fmax_ha_per_bohr": 0.11388}

=====

Record 3
{"formula": "C7H16O2", "method": "wB97M-V/def2-TZVPD", "species": ["C", "C", "O", "O", "H", "H", "H", "H", "C", "C", "C", "C", "C", "H", "H", "H", "H", "H", "H", "H", "H", "H", "H", "H", "H"], "coordinates": [[0.893913, -1.810906, -0.371369], [1.943023, -0.834576, 0.275490], [2.089443, -0.302311, 1.351772], [2.643039, -0.312565, -0.827406], [0.162352, -2.089201, 0.371193], [0.354966, -1.378213, -1.276816], [1.517550, -2.649332, -0.633354], [3.336683, 0.241434, -0.497530], [0.460661, 2.443236, 0.271894], [-0.441594, 1.500332, -0.677420], [-1.296865, 0.384905, 0.037961], [-2.491087, -0.316495, -0.675479], [-3.462336, -0.804575, 0.557984], [-0.178743, 3.203231, 0.785376], [0.796245, 1.770864, 1.196059], [1.365325, 2.988935, -0.099693], [0.362185, 0.940287, -1.225810], [-1.154004, 2.165249, -1.274087], [-0.620693, -0.423742, 0.415599], [-1.783334, 0.699785, 1.035272], [-2.107280, -1.449764, -0.871470], [-2.790977, 0.341600, -1.602102], [-3.817572, 0.067667, 1.180469], [-4.150661, -1.666522, 0.352213], [-2.786184, -1.214792, 1.435386]], "forces_ev_per_a": [[0.725, 0.917, 0.608], [-0.709, 2.569, -2.031], [-0.364, -1.876, -0.699], [-0.833, -1.650, 0.514], [-0.047, -0.363, 0.155], [1.163, -0.407, 1.234], [-0.144, -0.589, -0.433], [0.674, 0.756, 0.503], [-0.969, -1.424, 2.725], [0.590, 0.405, 0.447], [-0.044, 0.295, 2.341], [1.000, -2.526, 0.929], [1.511, 0.587, 1.221], [0.349, -0.408, -0.573], [-0.369, 1.345, -2.035], [-0.942, -0.864, -0.317], [-1.200, 0.706, -0.532], [1.289, -1.056, 0.250], [-0.631, 1.129, -0.376], [1.028, 0.548, -1.391], [-0.731, 2.797, -1.038], [-0.232, -1.826, 1.884], [-0.726, -0.755, -1.228], [0.200, 1.368, -0.039], [-0.589, 0.320, -2.118]], "lowdin_charge": [-0.006, -0.480, 0.085, 0.039, 0.069, 0.109, 0.078, 0.094, -0.120, -0.223, -0.296, -0.229, -0.143, 0.056, 0.087, 0.066, 0.080, 0.112, 0.052, 0.111, 0.116, 0.126, 0.064, 0.063, 0.091], "orbital_gap_ha": 0.410, "smiles": "CC(=O)O.CCCCC", "relative_energy_kcal_mol": 69.8, "total_energy_ev": -11611.225, "fmax_ha_per_bohr": 0.06517}

=====

Record 4
{"formula": "C7H16Si", "method": "wB97M-V/def2-TZVPD", "species": ["C", "Si", "C", "C", "C", "C", "C", "C", "H", "H", "H", "H", "H", "H", "H", "H", "H", "H", "H", "H", "H", "H", "H", "H"], "coordinates": [[0.894872, 0.163965, -2.208605], [0.911296, -0.251260, -0.343388], [2.562165, -1.038871, 0.219324], [-0.518461, -1.389442, 0.090777], [-1.872298, -0.676117, 0.020163], [-2.015149, 0.407019, 1.093238], [-1.035964, 1.596714, 0.849077], [0.443774, 1.242874, 0.687411], [-0.007905, 0.640117, -2.583950], [1.707798, 0.811131, -2.430180], [1.092538, -0.789466, -2.752909], [3.360087, -0.455039, -0.202659], [2.747949, -0.996474, 1.295109], [2.702704, -2.053102, -0.194370], [-0.508330, -2.276944, -0.561597], [-0.310430, -1.711191, 1.109881], [-2.711218, -1.407541, 0.010872], [-1.942557, -0.203482, -0.970531], [-1.819329, -0.014731, 2.102527], [-3.045746, 0.781997, 1.146965], [-1.126355, 2.297047, 1.726946], [-1.383747, 2.162324, -0.030075], [0.916687, 1.073084, 1.655700], [0.957619, 2.087388, 0.270275]], "forces_ev_per_a": [[0.034, -1.480, 0.568], [-0.666, -0.264, -0.050], [-0.435, 0.175, -0.559], [0.231, -0.350, -0.484], [-0.326, -0.200, -0.409], [0.462, 0.168, 0.290], [-0.776, 0.269, 0.810], [0.361, -0.288, 0.058], [-0.178, -0.164, 0.124], [0.848, 0.684, -0.257], [-0.300, 0.645, 0.147], [0.547, 0.395, -0.358], [-0.357, -0.308, -0.031], [-0.208, 0.291, 0.411], [-0.047, 0.094, 0.268], [-0.120, -0.300, 0.218], [0.445, 0.419, 0.391], [-0.086, 0.125, 0.091], [0.024, 0.031, -0.504], [0.208, 0.024, -0.178], [-0.019, -0.502, -0.839], [0.088, -0.207, 0.162], [-0.090, 0.006, 0.271], [0.360, 0.737, -0.138]], "lowdin_charge": [-0.169, 0.567, -0.171, -0.276, -0.273, -0.221, -0.249, -0.271, 0.025, 0.002, 0.040, 0.008, 0.028, 0.035, 0.077, 0.074, 0.109, 0.098, 0.113, 0.102, 0.112, 0.105, 0.074, 0.062], "orbital_gap_ha": 0.381, "smiles": "C[Si]1(C)CCCCC1", "relative_energy_kcal_mol": 0.0, "total_energy_ev": -15397.044, "fmax_ha_per_bohr": 0.03083}